ORCA calculation (ωB97M-V/def2-TZVPD) on the ion C5H12NO with charge -1 in a non-equilibrium geometry.

Values from the calculation:
E_tot   -8914.928 eV
HOMO-LUMO gap   6.064 eV
Multiplicity   1
Energy relative to the best compared isomer or geometry (same formula, charge and spin)   49.24 kcal per mole
Net charge   -1

Last column: natural (NBO) charge in e.
Geometry (Å):
C1 -1.322 0.802 -0.566  -0.03
O1 -1.766 1.825 -1.376  -0.96
C2 0.290 0.435 -0.218  -0.08
C3 0.551 -0.870 0.737  -0.23
C4 1.778 -1.799 0.166  -0.62
C5 -0.676 -1.731 0.713  -0.63
N1 0.947 1.615 0.461  -0.88
H1 -1.777 1.073 0.353  0.11
H2 -1.552 -0.148 -0.939  0.09
H3 0.808 0.101 -1.156  0.14
H4 0.826 -0.442 1.728  0.21
H5 1.757 -2.534 0.910  0.19
H6 1.627 -2.121 -0.960  0.21
H7 2.826 -1.200 0.281  0.19
H8 -1.106 -1.841 -0.328  0.21
H9 -1.517 -1.381 1.321  0.21
H10 -0.513 -2.723 1.162  0.18
H11 0.527 2.512 0.331  0.37
H12 1.860 1.785 0.080  0.33

Cartesian forces (eV/Å) of the 2 atoms listed first:
1.3 2.0 -0.8
1.7 -0.6 -0.1